# 1
Computed, not measured: a molecular structure, C47H62CaClIO5 at a distorted geometry, with ωB97M-V/def2-TZVPD.

Each line ends with the Löwdin charge.
Element x y z (Å)
C (-3.055, -1.174, -1.494)  -0.021
H (0.589, -1.105, 0.743)  0.098
H (2.109, -7.537, -2.502)  0.073
C (1.526, -5.624, -3.341)  -0.559
H (-2.849, 3.168, 1.508)  0.098
H (-4.450, 0.122, 2.071)  0.065
H (2.272, -0.773, 5.849)  0.074
C (0.959, 3.325, 0.951)  -0.122
H (-1.791, 3.334, -1.993)  0.115
H (4.310, 1.197, 4.627)  0.067
H (-1.253, 5.694, 3.872)  0.087
H (1.809, 0.568, 4.791)  0.058
C (0.427, 3.380, 2.230)  0.004
C (-0.083, -0.557, 0.070)  -0.025
H (-3.373, 4.394, 3.333)  0.082
H (-7.031, -0.754, 0.596)  0.071
Cl (1.049, 0.122, -5.316)  -0.168
Ca (1.296, 1.458, -2.886)  0.997
H (-1.237, 4.991, 5.495)  0.075
C (2.702, -5.559, -4.326)  -0.049
C (1.895, -6.526, -2.154)  -0.058
H (0.774, 2.131, -4.958)  -0.145
H (-4.028, 1.503, 0.290)  0.101
H (-5.907, -2.946, 0.647)  0.073
H (-0.200, 0.459, 0.448)  0.107
H (-3.177, 3.540, -0.864)  0.118
H (4.682, -2.354, 3.497)  0.080
C (-1.289, 3.212, 0.078)  -0.113
O (0.601, 3.058, -4.677)  -0.355
C (1.972, -2.268, -1.579)  -0.100
C (-6.214, -0.356, -0.009)  -0.060
H (3.140, -4.012, -1.892)  0.105
C (3.151, -1.504, -1.021)  -0.062
H (2.059, 4.429, -2.370)  -0.013
H (-1.996, -2.107, -3.804)  0.119
O (2.514, 1.226, -1.266)  -0.342
I (3.795, 2.833, -3.949)  -0.159
H (5.453, -0.001, 4.040)  0.085
H (2.906, -6.543, -4.752)  0.074
H (3.464, -0.849, -1.847)  0.136
C (3.399, -0.673, 3.987)  -0.562
H (3.603, -5.204, -3.832)  0.076
H (-1.064, -1.054, 0.057)  0.095
C (3.203, -1.050, 1.452)  -0.013
H (-3.237, -2.234, -1.628)  0.107
C (3.784, -2.153, 4.077)  -0.079
H (-0.087, 3.949, -6.409)  0.075
H (0.580, -7.289, -4.336)  0.075
C (3.163, -0.204, 2.558)  -0.198
H (-6.463, -0.487, -1.061)  0.084
H (3.961, -2.214, -0.822)  0.115
H (-3.616, -1.426, 2.011)  0.084
H (-1.210, 2.788, -5.655)  0.078
C (-1.758, 0.794, -2.165)  -0.358
H (-0.876, -0.744, -3.992)  0.039
C (-2.083, -0.593, -2.278)  -0.152
H (1.500, 5.213, -0.864)  0.096
H (0.093, -5.717, -4.970)  0.080
H (-0.635, -3.943, -3.871)  0.102
C (4.542, 0.137, 4.617)  -0.060
C (-2.532, 1.518, -1.208)  -0.130
H (-4.186, -3.123, 0.284)  0.082
H (2.469, -4.871, -5.135)  0.092
H (2.975, 3.723, 1.545)  0.122
C (-1.778, 3.242, 1.378)  0.015
H (-6.128, 0.710, 0.185)  0.069
H (-5.330, -2.751, -1.011)  0.078
C (-3.789, -0.457, -0.553)  -0.208
C (2.442, 3.114, 0.807)  -0.068
H (2.979, -2.787, 3.709)  0.079
H (0.106, 2.318, 4.772)  0.063
C (-0.941, 3.382, 2.472)  -0.173
C (-2.986, 3.593, 3.959)  -0.069
H (2.770, -6.152, -1.631)  0.070
C (2.987, -0.593, 0.168)  -0.156
C (0.079, -3.516, -3.182)  0.019
C (-2.246, 2.996, -1.060)  -0.074
C (-4.890, -1.074, 0.301)  -0.561
C (-3.490, 0.900, -0.435)  -0.018
H (-1.346, 1.426, 4.340)  0.091
H (-1.342, 2.463, 5.777)  0.079
C (2.118, -0.472, 4.811)  -0.052
C (0.735, -1.660, -1.810)  -0.176
H (-5.338, -1.366, 2.413)  0.072
H (1.069, -6.570, -1.446)  0.086
H (0.178, 4.853, 4.452)  0.072
O (-0.864, 1.352, -2.870)  -0.238
H (-0.542, -6.282, -3.414)  0.084
H (-0.930, 4.368, -4.895)  0.073
O (0.453, -0.448, -1.224)  -0.164
C (-0.908, 4.850, 4.467)  -0.054
C (-0.176, -2.236, -2.699)  -0.111
H (-3.419, 2.652, 3.629)  0.077
H (-3.307, 3.776, 4.984)  0.077
C (1.228, -4.214, -2.842)  -0.179
C (2.712, 0.783, -0.094)  -0.348
O (0.555, 3.437, -1.431)  -0.191
C (-0.452, 3.548, -5.445)  -0.179
C (-5.088, -2.569, 0.033)  -0.078
H (1.310, -1.064, 4.390)  0.086
H (2.788, 3.349, -0.199)  0.108
C (-4.556, -0.923, 1.793)  -0.055
C (0.334, -6.262, -4.060)  -0.076
H (0.504, 5.293, -2.338)  0.095
H (3.406, -2.105, 1.585)  0.105
C (0.087, 3.331, -0.145)  -0.178
C (2.181, -3.546, -2.081)  0.001
H (1.127, 3.419, 3.052)  0.106
C (-1.458, 3.538, 3.894)  -0.556
H (4.726, -0.184, 5.643)  0.071
C (2.909, 1.144, 2.311)  -0.013
H (2.891, 1.841, 3.142)  0.101
C (2.709, 1.642, 1.044)  -0.121
C (-1.318, -1.434, -3.263)  -0.095
C (-0.979, 2.362, 4.753)  -0.045
H (3.982, -2.420, 5.118)  0.074
C (1.188, 4.660, -1.755)  -0.083

As for the charge: -2.


# 2
Computed, not measured: a molecular structure, C8H10HfN2OSbSe4, with ωB97M-V/def2-TZVPD.

Each line ends with the Löwdin charge.
Element x y z (Å)
Hf (-0.820, 0.936, -1.625)  0.649
C (-1.242, 0.538, 2.941)  -0.009
C (-0.880, -0.760, 3.251)  -0.008
H (-1.309, 2.007, 1.382)  0.046
H (-1.048, -1.165, 4.240)  0.127
Sb (-3.323, 2.503, -2.223)  -0.029
Se (-3.093, -0.041, -1.431)  0.053
C (3.440, -0.065, -1.750)  0.050
C (0.542, -1.862, -0.062)  -0.079
C (-1.024, 1.002, 1.658)  -0.134
H (0.018, -2.548, 2.467)  0.125
H (4.050, -0.934, -1.997)  0.108
Se (-5.247, 3.542, -1.366)  0.024
H (-0.086, -1.921, -0.954)  0.122
N (1.873, -1.402, -0.459)  0.132
H (0.646, -2.876, 0.316)  0.138
C (-0.100, -1.000, 1.001)  -0.258
H (3.406, 0.611, -2.598)  0.105
N (-0.477, 0.258, 0.685)  -0.035
C (2.059, -0.481, -1.381)  -0.434
Se (-1.065, 3.315, -1.004)  0.091
H (2.676, -1.784, 0.018)  0.176
O (1.045, 0.032, -1.936)  -0.158
H (3.904, 0.448, -0.905)  0.112
C (-0.290, -1.532, 2.263)  0.004
Se (-1.955, 1.986, -4.200)  -0.044
H (-1.700, 1.192, 3.669)  0.125

As for the charge: +1.


# 3
Computed, not measured: a molecular structure, C2I3NO3 at a distorted geometry, with ωB97M-V/def2-TZVPD.

Each line ends with the Löwdin charge.
Element x y z (Å)
C (-0.007, -0.204, -0.113)  -0.587
O (0.790, -1.180, -0.461)  -0.662
O (1.867, 1.141, -0.531)  -0.010
I (-2.720, 1.136, 0.365)  0.904
O (0.134, 2.156, 0.277)  0.000
I (2.544, -1.534, 0.498)  1.031
I (-2.034, -2.349, -0.011)  0.856
C (-1.316, -0.365, 0.097)  -1.176
N (0.741, 1.200, -0.122)  -0.356

As for the charge: 0.


One value per record, in order, for LUMO energy: 0.141; -0.146; -0.067 hartree.
One value per record, in order, for energy relative to the best compared isomer or geometry (same formula, charge and spin): 52.8; 42.0; 287.7 kJ/mol.